72
Properties=species:S:1:pos:R:3 method="wB97M-V/def2-TZVPD" max_force_ev_per_a=0.9 multiplicity=2 total_energy_ha=-3125.68164 charge=+1 homo_energy_ev="-11.926 / -12.894" e_above_lowest_ev=0.000
Pt 0.8291 0.1685 -0.2225
C 2.2871 -2.5533 1.2171
C 2.2867 -1.3096 2.0681
C 2.8900 -1.3505 3.3194
C 2.9721 -0.2030 4.0824
C 2.4580 0.9831 3.5727
C 1.8499 0.9632 2.3406
N 1.7359 -0.1798 1.6168
C 1.2758 2.1749 1.7026
C 1.2162 3.4489 2.2302
C 0.5909 4.4427 1.4890
C 0.0170 4.1536 0.2580
C 0.0970 2.8615 -0.2246
N 0.7428 1.9430 0.5016
C -0.3992 2.3661 -1.5224
C -1.2083 3.0878 -2.3626
C -1.4966 2.5565 -3.6167
C -0.9170 1.3698 -3.9957
C -0.1076 0.6558 -3.1067
C 0.6085 -0.5712 -3.5720
N 0.0653 1.1359 -1.8687
H 3.0141 -3.2573 1.6251
H 3.5200 -1.9052 -0.1698
H 1.3073 -3.0339 1.2104
H 3.3237 -2.2786 3.6638
H 3.4628 -0.2175 5.0454
H 2.5513 1.9076 4.1217
H 1.6475 3.6687 3.1948
H 0.5471 5.4508 1.8768
H -0.4725 4.9224 -0.3208
H -1.6060 4.0439 -2.0557
H -2.1373 3.0967 -4.3004
H -1.0612 0.9739 -4.9915
H 1.1235 -0.3283 -4.5024
H -0.0982 -1.3738 -3.7838
H 1.3444 -0.9349 -2.8633
C -4.1422 -0.1277 -1.8507
C -4.6520 -0.3238 -0.4274
C -3.6177 -0.9440 0.5391
C -4.2319 -1.0950 1.9402
C -3.2771 -1.7167 2.9528
C -3.2791 -2.3368 0.0054
O -4.0573 -3.2482 0.0270
N -2.0129 -2.5237 -0.5798
C -1.0467 -1.5895 -0.4816
O 0.1155 -1.7438 -0.9717
N -1.2318 -0.4326 0.1481
C -2.4354 0.0202 0.6226
O -2.5439 1.1464 1.0567
H -4.8728 0.4238 -2.4412
H -3.9686 -1.0801 -2.3562
H -3.2093 0.4458 -1.8695
H -5.5263 -0.9761 -0.4266
H -4.9474 0.6332 0.0043
H -5.1275 -1.7086 1.8420
H -4.5394 -0.1008 2.2651
H -3.0415 -2.7512 2.6959
H -3.7222 -1.7213 3.9465
H -2.3413 -1.1538 3.0196
H -1.7863 -3.4304 -0.9709
O 1.2134 -4.4275 -0.9763
S 2.5314 -4.0814 -1.3896
O 2.7241 -3.3589 -2.5953
O 2.6088 -2.2711 -0.1389
O 3.6362 -4.6910 -0.7362
F 2.8797 0.9004 -1.2137
Sb 4.7340 1.2147 -0.6691
F 4.6965 2.7429 -1.7387
F 3.9524 2.1842 0.7645
F 6.4597 1.5031 -0.0435
F 4.5472 -0.3412 0.4467
F 5.2520 0.0819 -2.0566

---

84
Properties=species:S:1:pos:R:3 method="wB97M-V/def2-TZVPD" max_force_ev_per_a=1.1 multiplicity=1 total_energy_ha=-7195.83918 charge=0 homo_energy_ev="-6.010 / -6.013" e_above_lowest_ev=0.112
Ti 0.6365 -1.2678 0.8223
C 1.0844 3.6823 -3.8563
C -0.0602 3.8901 -2.8664
S -0.1485 2.6043 -1.5846
C 0.1727 3.5209 -0.0563
C 1.5522 4.1519 0.0933
S 2.8674 2.9531 0.4412
C 3.9188 2.9137 -1.0415
C 3.2506 2.5928 -2.3757
S 2.7330 4.1113 -3.2465
H 0.9317 4.3279 -4.7234
H 1.1007 2.6528 -4.2164
H -1.0100 3.8715 -3.4059
H 0.0274 4.8640 -2.3834
H 0.0101 2.7666 0.7187
H -0.5999 4.2839 0.0677
H 1.5240 4.8461 0.9356
H 1.8322 4.7218 -0.7908
H 4.6102 2.1039 -0.8002
H 4.4991 3.8355 -1.0973
H 2.3802 1.9617 -2.2133
H 3.9499 2.0592 -3.0203
C 2.4539 -1.8393 -3.1252
C 1.4874 -1.3859 -2.0571
S 2.1896 -0.4398 -0.7420
C 0.1783 -1.6971 -2.1252
C -0.3849 -2.5323 -3.2534
S -0.9981 -1.1729 -0.9014
H 3.3407 -1.2063 -3.1240
H 2.0071 -1.8064 -4.1201
H 2.7865 -2.8651 -2.9406
H 0.2858 -3.3479 -3.5303
H -0.5500 -1.9220 -4.1472
H -1.3437 -2.9640 -2.9699
Br 0.2135 -8.7587 0.3777
C 0.6747 -6.9434 0.6618
C 0.1648 -5.9661 -0.1758
C 0.5092 -4.6402 0.0334
C 1.3492 -4.2728 1.0836
C 1.8440 -5.2734 1.9199
C 1.5153 -6.6042 1.7075
N 1.6424 -2.9134 1.2753
C 2.7283 -2.5315 2.0020
C 2.7508 -1.2668 2.5521
C 3.8355 -0.7778 3.3464
C 3.7515 0.4246 3.9513
C 2.5739 1.2145 3.7837
C 1.5766 0.7561 2.9958
N 1.6164 -0.4613 2.3577
H -0.4840 -6.2363 -0.9980
H 0.1392 -3.8771 -0.6426
H 2.4610 -5.0149 2.7694
H 1.9006 -7.3712 2.3658
H 3.5572 -3.2096 2.1666
H 4.7104 -1.4052 3.4610
H 4.5691 0.7848 4.5624
H 2.4803 2.1886 4.2424
H 0.6928 1.3513 2.8138
N -0.6379 -2.6650 3.3366
N -1.0090 -2.2474 2.0139
H -1.4661 -2.7314 3.9189
H -0.0364 -1.9451 3.7215
H -1.7585 -1.5533 2.0313
H -1.3406 -3.0632 1.5079
C -3.7670 0.8380 -2.4290
C -3.9940 1.7005 -1.1997
N -2.9936 1.3781 -0.1802
C -2.9937 1.5705 1.1340
S -1.7267 0.9184 2.1047
N -3.9355 2.2827 1.7792
C -5.0979 3.0392 1.3206
C -6.4016 2.2690 1.4627
H -4.4788 1.1169 -3.2065
H -3.8932 -0.2196 -2.1952
H -2.7561 0.9786 -2.8127
H -4.9916 1.5151 -0.8033
H -3.9235 2.7554 -1.4747
H -2.2030 0.8321 -0.5110
H -3.8044 2.2347 2.7776
H -4.9435 3.3613 0.2986
H -5.1339 3.9478 1.9230
H -6.3972 1.3707 0.8440
H -7.2464 2.8911 1.1636
H -6.5576 1.9606 2.4972

---

110
Properties=species:S:1:pos:R:3 method="wB97M-V/def2-TZVPD" max_force_ev_per_a=0.8 multiplicity=1 total_energy_ha=-5009.47768 charge=+1 homo_energy_ev="-10.764 / -10.765" e_above_lowest_ev=1.583
W -0.9145 -0.5824 0.5255
O 0.2574 -4.1184 -2.2260
C -0.6178 -4.9989 -1.6756
C -0.5307 -6.3252 -2.0937
C -1.4064 -7.2668 -1.5956
C -2.3855 -6.9050 -0.6708
C -2.4706 -5.5958 -0.2542
C -1.5871 -4.6236 -0.7388
C -1.7342 -3.2415 -0.2554
O -0.7747 -2.3340 -0.5149
N -2.8001 -2.8609 0.3604
N -2.7232 -1.5082 0.6663
C -2.9934 -0.6525 -0.3413
C -3.5728 0.6917 -0.0955
C -4.9307 0.9821 -0.1068
C -5.3573 2.2699 0.1815
C -4.4281 3.2594 0.4799
C -3.0685 2.9833 0.4873
C -2.6529 1.6950 0.1816
O -1.3352 1.3522 0.1741
H 0.0517 -3.2450 -1.8634
H 0.2289 -6.5839 -2.8199
H -1.3322 -8.2935 -1.9313
H -3.0750 -7.6434 -0.2853
H -3.2188 -5.2945 0.4671
H -3.1098 -1.0817 -1.3388
H -5.6497 0.2021 -0.3269
H -6.4140 2.5006 0.1847
H -4.7671 4.2585 0.7213
H -2.3371 3.7425 0.7351
C 3.1319 -0.0314 0.1141
C 2.2310 0.6838 1.0517
N 0.9472 0.4506 1.2955
C 0.5687 1.3500 2.2674
C 1.6213 2.1386 2.6063
N 2.6579 1.6856 1.8407
C 1.8440 3.2689 3.5518
O 0.8182 3.6465 4.2816
O 2.9240 3.7980 3.5744
C -0.7762 1.2027 2.8443
O -1.1997 1.9325 3.7156
O -1.3918 0.1537 2.3713
H 2.8077 -1.0632 -0.0026
H 4.1494 -0.0281 0.5031
H 3.1364 0.4361 -0.8734
H 3.5816 2.1027 1.8698
H 0.0119 3.0882 4.1300
C 1.2127 -1.7762 3.3317
P -0.2797 -2.3372 2.4349
C 0.2464 -3.9749 1.8574
C -0.4316 -5.1389 2.2061
C -0.0203 -6.3632 1.6963
C 1.0582 -6.4310 0.8298
C 1.7347 -5.2717 0.4695
C 1.3275 -4.0525 0.9791
C -1.4567 -2.6359 3.7845
C -2.7459 -2.1104 3.7915
C -3.5984 -2.3767 4.8548
C -3.1763 -3.1647 5.9122
C -1.8916 -3.6927 5.9135
C -1.0372 -3.4300 4.8574
H 1.4764 -2.5169 4.0837
H 1.0246 -0.8251 3.8283
H 2.0522 -1.6737 2.6453
H -1.2956 -5.0913 2.8555
H -0.5580 -7.2627 1.9661
H 1.3698 -7.3857 0.4265
H 2.5689 -5.3206 -0.2186
H 1.8493 -3.1502 0.6754
H -3.0825 -1.4822 2.9852
H -4.5964 -1.9583 4.8527
H -3.8456 -3.3683 6.7381
H -1.5545 -4.3079 6.7372
H -0.0451 -3.8640 4.8688
Cl 2.1846 8.0708 -6.9002
C 1.9143 6.6912 -5.8966
C 0.7459 6.5965 -5.1583
C 0.5586 5.4892 -4.3518
C 1.5012 4.4689 -4.2626
C 1.2134 3.3024 -3.3439
C 0.8819 2.0255 -4.1219
N 0.7211 0.9057 -3.1905
C 1.4195 -0.2761 -3.1971
C 1.0333 -0.9560 -2.0909
N 0.1088 -0.1988 -1.3926
C -0.0376 0.9248 -2.0940
O 2.2642 2.9718 -2.4716
C 2.1271 3.3741 -1.1184
C 2.6766 4.7226 -0.7964
C 3.8851 4.9099 -0.1897
Cl 4.9916 3.6807 0.2918
S 4.2534 6.5552 0.0922
C 2.7733 7.0357 -0.6209
C 2.0369 5.9737 -1.0386
C 2.6562 4.5901 -5.0381
Cl 3.8764 3.3528 -5.0551
C 2.8732 5.6947 -5.8460
H 0.0042 7.3808 -5.2116
H -0.3481 5.4190 -3.7598
H 0.3317 3.5769 -2.7509
H 1.7059 1.7728 -4.7840
H -0.0213 2.1548 -4.7172
H 2.1265 -0.5167 -3.9725
H 1.3779 -1.9143 -1.7436
H -0.6943 1.7276 -1.8187
H 2.7018 2.6363 -0.5666
H 1.0766 3.2958 -0.8064
H 2.5214 8.0826 -0.6821
H 1.0619 6.0748 -1.4978
H 3.7776 5.7700 -6.4324

---

33
Properties=species:S:1:pos:R:3 method="wB97M-V/def2-TZVPD" max_force_ev_per_a=3.1 multiplicity=1 total_energy_ha=-1126.09202 charge=0 homo_energy_ev=-6.801 e_above_lowest_ev=3.085
C -1.6620 1.8090 1.4275
C -3.9268 0.5767 -1.0419
C -1.4414 2.8489 0.6168
H -1.3503 1.8704 2.4793
C -2.9716 0.8509 -1.9277
H -4.8819 0.1662 -1.3709
H -0.8579 3.7151 0.9475
H -3.1161 0.5966 -2.9789
C -1.7177 2.8337 -0.8509
H -0.9808 3.5046 -1.3146
H -2.6685 3.3286 -1.0670
C -2.4264 0.5997 1.0428
H -2.5351 -0.0647 1.9185
H -1.8146 0.0349 0.3425
C -3.8417 0.8331 0.4329
H -4.1876 1.8532 0.6821
H -4.5382 0.1328 0.9265
C -1.6503 1.4887 -1.6491
H -1.2153 1.7453 -2.6304
H -0.9262 0.8271 -1.1726
Cd 0.5213 -1.6018 1.8308
H 2.2087 -1.3336 1.8594
S 1.2616 -3.5973 0.3367
C 2.8079 -2.9283 0.2382
C 3.8403 -3.4417 -0.5657
C 5.1132 -2.8509 -0.5060
C 5.3423 -1.7112 0.2866
C 4.3020 -1.1977 1.0023
N 3.0829 -1.8045 1.0091
H 3.6149 -4.2850 -1.2092
H 5.9180 -3.2755 -1.0801
H 6.3379 -1.2330 0.3479
H 4.3594 -0.2902 1.6380

---

25
Properties=species:S:1:pos:R:3 method="wB97M-V/def2-TZVPD" max_force_ev_per_a=1.3 multiplicity=1 total_energy_ha=-422.36724 charge=+1 homo_energy_ev=-13.402 e_above_lowest_ev=0.693
N -0.9919 -2.0288 -0.5990
C -1.4755 -0.6449 -0.9152
C -0.9111 0.2261 0.2336
N 0.4357 -0.2642 0.5142
C 1.4750 0.3924 -0.2964
C 2.8385 -0.2044 0.0151
H -0.8237 -2.6062 -1.3989
H -1.6441 -2.5308 -0.0073
H -0.0891 -1.7998 -0.0643
H -1.0445 -0.3342 -1.8593
H -2.5593 -0.6455 -0.9311
H -1.5433 0.1231 1.1115
H -0.9546 1.2720 -0.0707
H 0.6360 -0.1228 1.5041
H 1.4808 1.4692 -0.1080
H 1.2358 0.2168 -1.3483
H 2.8607 -1.2657 -0.2231
H 3.6196 0.3056 -0.5368
H 3.0632 -0.0836 1.0763
H -1.9992 2.4697 -2.7312
H -0.5316 2.4024 -3.1733
O -1.1589 1.9881 -2.5960
H 0.3683 1.0004 3.8952
H -0.3236 -0.3369 4.1452
O 0.0072 0.2425 3.4507